Entry from OMol25: a 11-piece molecular cluster, C4H33N3O10 overall in a non-equilibrium geometry (ωB97M-V/def2-TZVPD).

Atoms and positions in Å:
C  2.154  1.472  1.837
C  1.702  0.088  2.350
C  0.199  -0.009  2.066
C  -0.121  -0.966  1.125
N  -1.414  -1.042  0.487
N  -0.694  0.880  2.549
N  2.163  1.294  0.293
H  1.518  2.324  1.941
H  3.181  1.759  2.219
H  1.863  0.024  3.458
H  2.324  -0.748  2.037
H  0.693  -1.510  0.653
H  -2.195  -0.952  1.177
H  -1.502  -0.161  -0.062
H  -1.605  -1.866  -0.080
H  -1.683  0.724  2.432
H  -0.396  1.809  2.796
H  2.919  0.690  -0.117
H  2.099  2.270  -0.140
H  1.254  0.940  0.006
H  -2.783  2.565  -3.550
H  -1.840  3.341  -2.725
O  -2.106  2.416  -2.877
H  1.494  4.689  -0.860
H  0.721  4.608  0.517
O  0.930  4.139  -0.302
H  -4.181  -1.208  2.320
H  -3.250  -2.257  3.109
O  -3.310  -1.394  2.684
H  2.933  -3.375  0.492
H  4.025  -2.761  -0.408
O  3.207  -2.557  0.057
H  0.132  0.796  -2.443
H  -0.572  -0.577  -2.251
O  0.194  -0.032  -1.948
H  -1.771  -2.528  -2.549
H  -2.742  -1.303  -3.068
O  -1.928  -1.586  -2.647
H  -3.428  -3.745  -0.112
H  -2.106  -4.412  0.376
O  -2.501  -3.582  0.088
H  1.586  -0.967  -2.669
H  2.837  -1.913  -2.663
O  2.515  -1.057  -2.966
H  -3.601  2.241  1.161
H  -4.457  1.257  1.809
O  -3.622  1.280  1.312
H  3.324  0.110  -2.072
H  4.633  0.839  -1.993
O  3.743  0.896  -1.621

Values from the calculation:
relative energy (zero: lowest compared OMol25 entry of this formula, charge and spin) = 0.000 eV
HOMO = -0.5316 Eh
net charge = +2
strongest force on any atom = 3.552 eV/A